Density functional theory data (wB97M-V/def2-TZVPD) for a 8-piece molecular cluster, C44H79N7O8 overall at a distorted geometry.

Values from the calculation:
gap between HOMO and LUMO: 0.99 eV
molar mass: 834.2 g/mol
lowest unoccupied orbital energy: -11.855 eV
HOMO energy: -12.846 eV
charge: +6
DFT total energy: -2706.335358 Ha

Geometry as XYZ:
```
138
Properties=species:S:1:pos:R:3:forces:R:3
C -1.3331 2.0710 -2.3463 -1.3 -0.4 -0.3
N -2.5533 2.9256 -2.7198 2.4 -0.7 0.7
C -2.3833 4.2018 -3.1722 -0.3 -1.6 0.4
C -3.4952 4.8543 -3.5524 -0.6 1.2 -0.4
C -4.7735 4.3029 -3.5119 0.8 -0.9 0.4
C -4.8682 2.9847 -3.0845 -0.8 -0.6 -0.2
C -3.7391 2.3220 -2.6772 -0.8 -0.4 0.6
C -5.9232 5.0885 -3.8497 -0.8 0.5 -0.5
C -5.8332 6.1784 -4.7199 -0.9 -0.6 0.2
C -6.9520 6.9454 -4.9401 0.6 1.1 -0.5
N -8.1128 6.7039 -4.3318 -0.7 -1.9 0.3
C -8.2682 5.5227 -3.6688 0.8 0.9 0.5
C -7.1937 4.7599 -3.3603 0.9 -0.3 -0.5
C -9.2856 7.5752 -4.4565 1.2 0.9 -1.6
H -0.4283 2.6628 -2.3017 -0.1 0.2 0.0
H -1.2757 1.3175 -3.1342 0.3 0.2 -0.1
H -1.5020 1.4863 -1.4181 -0.1 0.9 -0.3
H -1.3831 4.5766 -3.2095 0.3 0.2 0.0
H -3.4557 5.8643 -3.8804 0.5 0.7 -0.1
H -5.8314 2.4656 -3.1325 0.6 0.1 0.3
H -3.7880 1.3277 -2.2063 0.2 0.5 -0.6
H -4.9746 6.3153 -5.3306 0.6 0.5 -0.2
H -6.8930 7.8114 -5.6071 -0.2 -0.3 0.3
H -9.1932 5.2603 -3.2270 -1.1 0.2 0.0
H -7.3128 3.8602 -2.7979 -0.3 -0.2 0.4
H -9.3152 7.8813 -5.5207 -0.3 0.1 0.7
H -9.1216 8.4169 -3.8042 -0.2 0.4 0.1
H -10.1611 7.0518 -4.1939 -0.9 -0.6 0.3
C 7.6386 -0.3354 -11.7957 -0.6 0.0 -0.6
N 7.3935 -0.5898 -10.3842 0.2 0.9 2.2
C 7.5697 0.3930 -9.4702 -0.4 -0.8 0.5
C 7.2681 0.2152 -8.1176 1.0 2.0 -0.2
C 6.7356 -0.9545 -7.6921 0.3 -1.2 1.0
C 6.6798 -1.9734 -8.6104 -0.2 -0.9 -0.3
C 7.0041 -1.7925 -9.9088 0.4 -0.8 -2.6
C 6.4881 -1.2692 -6.2661 -0.6 0.3 1.7
C 5.7897 -0.3845 -5.4044 0.5 0.5 -1.0
C 5.5544 -0.7490 -4.0802 -0.3 0.8 0.9
N 5.9885 -1.9171 -3.6089 0.6 -1.2 0.2
C 6.7038 -2.7843 -4.3788 -0.5 -0.7 0.2
C 6.9489 -2.4807 -5.6927 -0.5 0.8 0.0
C 5.7323 -2.3399 -2.2008 0.4 -0.3 0.6
H 7.7979 -1.2962 -12.2479 0.4 -0.2 -0.5
H 8.4239 0.3843 -12.0110 0.3 -0.3 0.5
H 6.7294 0.0850 -12.2030 -0.3 0.0 -0.2
H 7.9897 1.2965 -9.8124 0.4 0.9 -0.5
H 7.6075 0.9587 -7.3688 -0.5 -0.2 -0.8
H 6.4719 -2.9790 -8.3414 -0.5 -0.6 0.4
H 7.0298 -2.6320 -10.6574 -0.2 1.0 0.9
H 5.4790 0.6352 -5.7656 0.2 -1.3 0.5
H 5.0390 -0.1563 -3.2715 0.2 -0.2 -1.0
H 6.9703 -3.8024 -3.9654 -0.2 1.6 -0.3
H 7.4884 -3.2039 -6.2477 0.5 -0.4 -0.6
H 5.3940 -3.3848 -2.2456 0.4 0.3 0.1
H 4.9687 -1.7574 -1.6846 0.1 0.3 -0.5
H 6.6646 -2.2111 -1.5953 -0.7 -0.3 -0.7
C -4.0151 -11.4150 3.3381 -0.5 0.3 0.8
O -3.5462 -10.8773 2.2328 -1.2 2.9 0.6
C -2.9068 -11.5619 1.2466 2.2 -3.9 0.2
C -2.5649 -10.9925 -0.1037 -2.6 -0.1 0.1
N -3.8147 -11.1732 -1.0164 0.3 1.2 0.8
H -3.6061 -10.8336 -1.9892 0.0 -0.8 1.1
H -4.0540 -12.1587 -1.0449 0.3 -0.4 -0.2
C -5.0959 -10.4336 -0.6017 -0.6 -0.3 0.3
C -5.3074 -9.4577 -1.6894 -0.3 -0.7 -1.7
O -4.6074 -8.2435 -1.6242 0.3 -1.7 1.8
C -5.1193 -7.4026 -2.4511 -0.6 2.4 -1.7
H -4.6314 -10.8263 4.0864 1.0 -0.4 -1.5
H 2.0289 -8.5501 8.0237 -0.1 0.0 0.0
H -3.7560 -12.4271 3.5598 0.1 -0.6 0.0
H -3.4261 -12.5141 1.0998 -0.5 -0.1 -0.3
H -1.9392 -12.0087 1.5915 -0.3 0.8 0.4
H -1.8812 -11.7128 -0.5400 0.7 0.7 0.0
H -2.3577 -9.9261 -0.0585 0.6 -0.1 -0.4
H -5.1497 -9.9918 0.4254 0.7 -0.6 -0.8
H -5.9446 -11.1461 -0.7170 0.7 0.3 0.3
H -6.3620 -9.2770 -1.8783 -0.2 0.1 0.2
H -4.9199 -9.9986 -2.5935 -0.8 0.7 0.0
H -5.3664 -5.6202 6.1981 0.1 -0.1 0.0
H -6.0257 -7.5621 -3.0185 0.0 -0.4 0.2
H -4.6375 -6.4584 -2.5075 0.4 0.5 0.0
C -5.1256 9.1868 5.4392 0.7 -1.0 -1.0
O -5.1407 8.4388 6.6203 1.1 -1.5 -0.3
C -5.5891 9.1304 7.7505 -0.3 -2.5 -0.7
C -5.4358 8.0862 8.8649 -1.5 1.7 1.0
N -4.0951 7.4745 8.8584 1.1 0.4 -1.1
H -3.9827 7.1099 7.8936 -0.1 -0.6 0.5
H -3.3190 8.1917 8.7790 -1.1 -0.5 0.7
C -3.7410 6.4919 9.9683 -0.2 1.3 0.3
C -2.2550 6.4126 10.0300 0.6 -1.1 -1.1
O -1.8603 6.0485 8.6884 0.8 -0.5 0.4
C -0.5631 5.3780 8.5963 0.0 0.4 0.6
H -6.1330 9.3638 5.1597 -1.1 0.4 -0.6
H -4.6335 8.5881 4.6060 -0.5 0.8 1.3
H -4.6254 10.1179 5.6199 0.5 0.6 -0.3
H -6.6085 9.3907 7.5483 -0.9 0.3 0.6
H -5.0223 9.9931 7.8455 1.2 1.9 0.8
H -6.2288 7.3384 8.7483 0.6 -0.2 0.0
H -5.6297 8.5948 9.8265 0.3 -0.4 -0.2
H -4.1907 5.5118 9.8171 -0.2 0.3 -0.3
H -4.0557 6.9371 10.9231 -0.4 -0.2 -0.4
H -2.0702 5.5617 10.6912 0.5 0.4 0.3
H -1.7918 7.3621 10.3772 -0.1 -0.6 -0.1
H -0.4265 4.9282 7.6002 -0.4 0.5 0.3
H -0.4395 4.5692 9.3426 -0.5 0.3 -0.2
H 0.2292 6.1141 8.8129 -0.2 -0.3 -0.3
C 3.7741 2.0942 3.8784 0.2 -2.8 0.4
O 3.5458 0.8611 3.1216 0.2 1.2 -0.9
C 3.4777 -0.2688 3.9046 -0.6 -0.3 1.0
C 3.6203 -1.5508 3.1045 -0.9 0.6 -1.4
N 4.8872 -1.6073 2.3630 1.6 -0.8 -0.3
H 4.8013 -1.1226 1.3617 -0.6 0.0 1.0
H 5.6874 -1.2400 2.8752 -0.1 0.7 0.5
C 5.3557 -3.0186 2.1311 0.1 0.0 -2.2
C 6.9001 -3.1840 2.3528 -1.7 -0.1 0.4
O 7.2510 -2.3628 3.4056 0.0 1.4 0.6
C 8.6251 -2.4953 3.8407 -0.6 -0.2 -1.4
H 3.0667 2.0903 4.6892 -0.2 0.0 0.8
H 3.4289 2.8317 3.2226 0.4 1.5 -0.9
H 4.8170 2.0986 4.2781 -0.8 0.5 -0.6
H 2.5446 -0.2507 4.5248 0.4 -0.4 -0.5
H 4.2896 -0.2339 4.6123 0.6 -0.2 0.6
H 2.8630 -1.6867 2.3006 0.1 0.4 0.7
H 3.5663 -2.4324 3.7061 -0.1 -0.3 0.8
H 5.0911 -3.1908 1.0429 0.4 -0.3 1.2
H 4.7835 -3.7252 2.7148 -0.1 0.0 0.4
H 7.4067 -2.9245 1.4377 0.6 0.0 -0.4
H 7.0680 -4.2077 2.6645 0.2 -0.5 -0.5
H 9.2313 -2.6151 2.9259 0.1 -0.3 0.5
H 8.6228 -3.3861 4.4712 0.7 0.3 0.2
H 8.9521 -1.5479 4.2636 -0.3 -0.3 0.6
C 2.2741 0.4678 -0.0647 0.8 0.8 -1.2
C 3.5940 -0.0257 -0.6725 0.0 0.5 1.1
O 3.8211 0.2065 -1.8598 0.0 0.1 -0.9
O 4.3880 -0.6871 0.0708 0.0 -0.2 -0.3
H 1.7295 -0.4020 0.1255 -1.1 -1.5 0.5
H 1.7333 1.0220 -0.8331 0.1 0.1 0.1
H 2.3432 1.0339 0.8489 0.4 0.1 0.3
```
Forces are in eV/Å.

Here are the Mulliken charges for atoms 1 to 2, given in e: C -1.00; N 0.07